# 1
The following is a DFT calculation (the ωB97M-V functional and the def2-TZVPD basis) of a molecular structure, C38H43N9O6PbS2 in a non-equilibrium geometry.

Geometry (Å):
Pb  0.72  -0.86  -0.46
C  -3.42  2.30  4.44
O  -2.56  1.16  4.13
C  -2.18  0.50  5.19
C  -2.60  0.86  6.47
C  -2.12  0.19  7.58
C  -1.16  -0.83  7.47
C  -0.73  -1.20  6.24
C  -1.26  -0.59  5.06
N  -0.90  -1.15  3.87
N  -0.33  -2.25  3.95
C  0.61  -3.00  3.45
C  1.72  -2.53  2.45
O  1.97  -1.39  2.08
C  2.44  -3.62  1.82
C  2.23  -4.90  2.13
C  1.26  -5.35  3.09
C  1.07  -6.71  3.33
C  0.14  -7.13  4.26
C  -0.62  -6.20  4.96
C  -0.46  -4.85  4.71
C  0.47  -4.42  3.76
H  -2.93  2.95  5.17
H  -3.57  2.82  3.52
H  -4.39  1.96  4.81
H  -3.31  1.65  6.60
H  -2.50  0.48  8.55
H  -0.78  -1.32  8.36
H  -0.02  -2.01  6.12
H  3.16  -3.33  1.07
H  2.82  -5.66  1.62
H  1.67  -7.43  2.78
H  -0.01  -8.19  4.43
H  -1.33  -6.54  5.70
H  -1.05  -4.12  5.24
C  -0.08  6.25  -4.47
C  -0.97  5.50  -3.51
C  -2.16  4.93  -3.93
C  -2.98  4.23  -3.05
C  -2.58  4.08  -1.73
C  -1.40  4.66  -1.28
C  -0.60  5.37  -2.16
S  -3.61  3.24  -0.58
O  -4.95  3.25  -1.09
O  -3.29  3.77  0.71
N  -3.14  1.66  -0.54
C  -3.61  0.75  -1.60
C  -2.65  0.70  -2.80
C  -1.30  0.13  -2.42
O  -1.44  -1.31  -2.02
O  -0.60  0.79  -1.46
H  -0.53  6.31  -5.46
H  0.89  5.75  -4.56
H  0.12  7.26  -4.11
H  -2.47  5.05  -4.97
H  -3.93  3.83  -3.38
H  -1.16  4.58  -0.22
H  0.30  5.86  -1.81
H  -2.14  1.56  -0.38
H  -4.59  1.10  -1.92
H  -3.72  -0.26  -1.21
H  -2.51  1.71  -3.18
H  -3.06  0.07  -3.57
C  -1.45  1.94  -5.88
C  -1.55  0.59  -6.60
C  -2.95  -0.03  -6.53
C  -0.48  -0.38  -6.11
N  -0.67  -0.96  -4.77
C  -0.29  -0.35  -3.52
N  -0.15  -1.57  -2.67
N  -0.27  -2.73  -3.53
N  -0.56  -2.30  -4.68
H  -2.32  2.55  -6.09
H  -0.56  2.48  -6.22
H  -1.37  1.81  -4.80
H  -1.32  0.76  -7.65
H  -3.19  -0.38  -5.53
H  -3.03  -0.88  -7.21
H  -3.70  0.70  -6.82
H  0.50  0.11  -6.14
H  -0.45  -1.24  -6.77
H  0.59  0.29  -3.61
C  6.77  1.65  1.66
C  6.04  0.42  1.23
C  6.35  -0.85  1.63
C  5.64  -1.92  1.06
N  4.62  -1.73  0.22
C  4.31  -0.49  -0.15
S  3.15  -0.10  -1.36
N  5.03  0.56  0.34
C  6.06  -3.33  1.35
H  7.48  1.42  2.46
H  6.09  2.42  1.99
H  7.34  2.04  0.81
H  7.15  -1.03  2.33
H  4.80  1.47  -0.01
H  7.14  -3.39  1.41
H  5.70  -4.00  0.57
H  5.66  -3.65  2.31

Summary:
electronic energy = -3406.59168 a.u.
net charge = +2
energy above the lowest of the compared OMol25 structures with the same formula, charge and spin = 29.0 kcal per mole

These are the Löwdin partial charges, in e, on atoms 1 to 2: 1.378, 0.007

# 2
The following is a DFT calculation (the ωB97M-V functional and the def2-TZVPD basis) of a molecular structure, C37H60GdN5O5 in a non-equilibrium geometry.

Geometry (Å):
Gd  0.51  -1.96  0.62
C  0.94  -1.10  3.99
N  -0.21  -1.69  3.29
C  -0.58  -2.93  3.97
C  -1.34  -0.76  3.31
C  -2.31  -0.99  2.15
N  -1.67  -0.83  0.84
C  -2.54  -1.48  -0.18
C  -2.19  -1.19  -1.62
C  -3.19  -0.68  -2.44
C  -2.97  -0.44  -3.78
C  -1.69  -0.68  -4.28
C  -0.66  -1.18  -3.51
C  -0.91  -1.49  -2.14
O  0.01  -2.05  -1.39
C  0.73  -1.42  -4.08
C  1.08  -2.90  -3.93
C  0.84  -1.08  -5.57
C  1.73  -0.55  -3.31
C  -4.06  0.04  -4.74
C  -3.66  1.38  -5.36
C  -4.21  -1.03  -5.83
C  -5.42  0.21  -4.05
C  -1.51  0.60  0.48
C  -0.56  1.41  1.32
C  -1.04  2.52  2.01
C  -0.20  3.36  2.71
C  1.17  3.09  2.64
C  1.70  2.03  1.94
C  0.82  1.11  1.29
O  1.24  0.03  0.68
C  3.21  1.88  1.77
C  3.52  1.86  0.27
C  4.01  3.03  2.40
C  3.70  0.58  2.43
C  -0.68  4.58  3.48
C  -0.20  4.49  4.93
C  -2.20  4.71  3.49
C  -0.08  5.84  2.83
H  0.70  -0.88  5.04
H  1.23  -0.17  3.50
H  1.78  -1.79  3.96
H  -0.77  -2.75  5.04
H  0.22  -3.66  3.86
H  -1.48  -3.35  3.52
H  -0.96  0.26  3.25
H  -1.89  -0.84  4.26
H  -3.16  -0.30  2.25
H  -2.69  -2.01  2.22
H  -3.58  -1.15  -0.02
H  -2.49  -2.56  0.00
H  -4.15  -0.49  -2.00
H  -1.50  -0.45  -5.31
H  0.34  -3.51  -4.45
H  1.05  -3.15  -2.87
H  2.06  -3.12  -4.33
H  0.14  -1.67  -6.16
H  1.84  -1.32  -5.92
H  0.67  -0.02  -5.76
H  1.70  -0.78  -2.24
H  1.48  0.50  -3.44
H  2.75  -0.71  -3.68
H  -2.71  1.31  -5.88
H  -3.57  2.14  -4.60
H  -4.41  1.70  -6.08
H  -3.29  -1.15  -6.39
H  -5.00  -0.76  -6.52
H  -4.45  -1.99  -5.37
H  -5.37  0.94  -3.25
H  -5.77  -0.73  -3.65
H  -6.15  0.56  -4.79
H  -2.51  1.08  0.49
H  -1.14  0.62  -0.56
H  -2.10  2.72  1.98
H  1.84  3.76  3.15
H  3.15  2.77  -0.20
H  3.04  1.01  -0.20
H  4.60  1.80  0.10
H  3.71  3.99  1.98
H  5.07  2.89  2.19
H  3.89  3.06  3.48
H  3.18  -0.27  1.99
H  3.51  0.60  3.50
H  4.77  0.47  2.27
H  -0.60  3.60  5.41
H  -0.54  5.36  5.49
H  0.88  4.45  4.99
H  -2.66  3.83  3.93
H  -2.59  4.85  2.48
H  -2.49  5.58  4.08
H  1.00  5.83  2.87
H  -0.44  6.73  3.35
H  -0.38  5.91  1.78
C  5.58  -2.14  0.87
O  4.97  -3.23  0.20
C  3.64  -3.26  0.22
O  2.94  -2.47  0.84
N  3.15  -4.29  -0.50
N  1.77  -4.42  -0.62
H  6.66  -2.28  0.75
H  5.32  -2.14  1.93
H  5.27  -1.19  0.43
H  3.79  -4.94  -0.94
H  1.39  -5.19  -0.07
H  1.48  -4.52  -1.59
O  -1.49  -6.04  0.92
C  -0.95  -4.99  1.04
N  -0.40  -3.96  1.19

Summary:
electronic energy = -2861.68557 a.u.
⟨S²⟩ = 15.84
energy above the lowest of the compared OMol25 structures with the same formula, charge and spin = 0.0 kcal per mole
multiplicity = 8

These are the Löwdin partial charges, in e, on atoms 1 to 2: 1.602, -0.079

# 3
The following is a DFT calculation (the ωB97M-V functional and the def2-TZVPD basis) of C6H12O in the gas phase in a non-equilibrium geometry.

Geometry (Å):
C  -2.50  0.33  0.45
C  -1.06  -0.05  0.15
C  -0.51  -0.80  -1.04
O  0.62  -1.42  -0.25
C  1.25  -0.28  0.42
C  2.47  0.10  -0.38
C  0.14  0.81  0.52
H  -3.17  -0.48  0.14
H  -2.87  1.27  0.02
H  -2.57  0.40  1.54
H  -0.83  -0.96  0.72
H  -1.23  -1.53  -1.45
H  -0.03  -0.26  -1.86
H  1.56  -0.56  1.44
H  3.21  -0.70  -0.35
H  2.93  1.02  -0.01
H  2.19  0.25  -1.43
H  0.35  1.64  -0.17
H  0.03  1.23  1.53

Summary:
electronic energy = -310.99661 a.u.
energy above the lowest of the compared OMol25 structures with the same formula, charge and spin = 39.3 kcal per mole
structure (SMILES) = C[C@H]1CO[C@@H](C)C1

These are the Löwdin partial charges, in e, on atoms 1 to 2: -0.053, -0.375

# 4
The following is a DFT calculation (the ωB97M-V functional and the def2-TZVPD basis) of C2H2N2OS in the gas phase in a non-equilibrium geometry.

Geometry (Å):
C  0.65  0.86  -0.05
C  -1.19  -0.23  -0.48
H  -2.08  -0.65  -0.85
H  0.86  -0.95  1.41
N  -0.66  0.93  -0.69
N  0.76  -0.59  0.45
O  -0.37  -1.13  0.09
S  2.03  1.76  0.11

Summary:
electronic energy = -660.24982 a.u.
energy above the lowest of the compared OMol25 structures with the same formula, charge and spin = 61.4 kcal per mole
structure (SMILES) = S=c1nco[nH]1

These are the Löwdin partial charges, in e, on atoms 1 to 2: -0.779, -0.153

# 5
The following is a DFT calculation (the ωB97M-V functional and the def2-TZVPD basis) of a molecular structure, C20H19N2O3Pt in a non-equilibrium geometry.

Geometry (Å):
Pt  0.33  0.33  1.50
C  3.21  0.66  2.97
O  2.38  -0.02  2.04
C  2.97  -0.81  1.06
C  4.30  -1.18  1.08
C  4.81  -1.97  0.05
C  4.00  -2.36  -1.00
C  2.67  -2.00  -1.03
C  2.12  -1.22  0.00
N  0.80  -0.83  0.02
N  0.05  -1.09  -1.01
C  -1.23  -0.75  -1.15
C  -2.01  -0.02  -0.16
O  -1.58  0.32  1.02
C  -3.36  0.28  -0.44
C  -3.97  -0.11  -1.60
C  -3.26  -0.87  -2.56
C  -3.90  -1.35  -3.71
C  -3.21  -2.07  -4.66
C  -1.83  -2.27  -4.51
C  -1.18  -1.83  -3.38
C  -1.88  -1.16  -2.36
H  3.75  -0.04  3.61
H  2.54  1.25  3.59
H  3.92  1.32  2.46
H  4.95  -0.86  1.87
H  5.85  -2.26  0.08
H  4.41  -2.95  -1.80
H  2.03  -2.30  -1.84
H  -3.91  0.81  0.32
H  -5.00  0.16  -1.80
H  -4.95  -1.14  -3.84
H  -3.72  -2.45  -5.53
H  -1.28  -2.76  -5.30
H  -0.12  -1.95  -3.28
C  -1.18  3.25  1.68
C  -0.58  2.84  2.98
C  -0.74  3.74  4.15
O  0.06  1.79  3.08
H  -1.54  4.27  1.68
H  -2.01  2.58  1.47
H  -0.45  3.10  0.87
H  -1.38  4.59  3.93
H  0.25  4.11  4.44
H  -1.13  3.19  5.00

Summary:
electronic energy = -1227.82701 a.u.
net charge = +1
energy above the lowest of the compared OMol25 structures with the same formula, charge and spin = 0.2 kcal per mole

These are the Löwdin partial charges, in e, on atoms 1 to 2: 1.260, -0.031

# 6
The following is a DFT calculation (the ωB97M-V functional and the def2-TZVPD basis) of a molecular structure, C10H29HgO9S in a non-equilibrium geometry.

Geometry (Å):
Hg  0.62  -0.25  0.14
C  -3.66  -0.27  -1.09
C  -2.95  0.26  0.12
O  -1.65  -0.22  0.34
H  -3.08  0.01  -1.96
H  -4.58  0.31  -1.04
H  -3.91  -1.31  -0.91
H  -3.41  -0.03  1.06
H  -2.96  1.34  -0.01
S  3.82  0.20  -0.80
O  3.93  1.59  -0.41
O  3.49  0.09  -2.20
O  5.14  -0.39  -0.63
O  2.77  -0.40  0.02
C  1.02  0.13  4.46
C  0.39  -0.74  3.46
O  1.29  -0.77  2.35
H  1.87  -0.48  4.78
H  0.41  0.19  5.36
H  1.40  1.11  4.18
H  -0.58  -0.36  3.14
H  0.33  -1.74  3.90
H  2.16  -1.04  2.65
C  -0.86  1.07  -3.36
C  0.65  0.84  -3.34
O  1.02  0.21  -2.14
H  -1.36  0.12  -3.17
H  -1.23  1.32  -4.35
H  -1.27  1.76  -2.62
H  1.22  1.77  -3.42
H  0.90  0.23  -4.20
H  1.96  0.08  -2.29
C  -1.27  -4.04  -0.50
C  -0.40  -3.08  -1.38
O  0.77  -2.66  -0.68
H  -2.16  -4.32  -1.07
H  -1.62  -3.47  0.36
H  -0.63  -4.92  -0.45
H  -0.90  -2.13  -1.59
H  -0.13  -3.42  -2.38
H  1.20  -3.43  -0.31
C  -0.53  3.11  1.71
C  0.57  3.13  0.66
O  1.24  1.98  0.59
H  -1.39  3.72  1.44
H  -0.24  3.43  2.71
H  -1.02  2.15  1.90
H  1.37  3.82  0.94
H  0.11  3.39  -0.29
H  2.14  2.16  0.31

Summary:
electronic energy = -1626.94579 a.u.
⟨S²⟩ = 0.75
multiplicity = 2

These are the Löwdin partial charges, in e, on atoms 1 to 2: 1.273, -0.056

# 7
The following is a DFT calculation (the ωB97M-V functional and the def2-TZVPD basis) of a gas-phase ion, C2H3N2OS3 (charge -1) in a non-equilibrium geometry.

Geometry (Å):
C  2.09  0.18  0.02
C  -0.29  0.13  -0.49
N  0.99  0.75  -0.30
N  0.38  -1.97  -0.23
O  -0.06  -2.52  0.99
S  3.49  0.89  0.51
S  2.04  -1.61  -0.24
S  -1.58  0.54  0.57
H  -0.57  -0.20  -1.43
H  0.90  1.53  0.26
H  0.03  -1.82  1.66

Summary:
electronic energy = -1457.27720 a.u.
net charge = -1
energy above the lowest of the compared OMol25 structures with the same formula, charge and spin = 7.2 kcal per mole

These are the Löwdin partial charges, in e, on atoms 1 to 2: -1.237, -0.703

# 8
The following is a DFT calculation (the ωB97M-V functional and the def2-TZVPD basis) of 2 unconnected molecules or ions with the total composition C9H14O in a non-equilibrium geometry.

Geometry (Å):
C  -0.19  2.22  -2.03
C  0.06  2.57  -3.52
H  -1.21  2.03  -1.97
H  0.28  1.25  -1.72
H  0.15  2.92  -1.26
H  0.65  1.86  -4.06
H  0.44  3.62  -3.49
H  -0.82  2.59  -4.26
C  -1.35  -0.56  3.43
C  0.72  -1.02  -0.43
C  1.41  -0.38  0.56
C  -0.67  -1.03  -0.25
C  0.66  -0.05  1.75
C  -1.33  -0.64  0.86
C  -0.66  -0.36  2.05
O  1.36  -1.70  -1.36
H  2.44  -0.07  0.62
H  2.28  -1.62  -1.15
H  -1.33  -1.29  -1.03
H  1.31  0.49  2.42
H  -2.38  -0.86  0.84
H  -0.80  -1.36  3.89
H  -2.45  -0.83  3.40
H  -1.32  0.32  4.11

Summary:
electronic energy = -426.50244 a.u.
energy above the lowest of the compared OMol25 structures with the same formula, charge and spin = 44.1 kcal per mole
structure (SMILES) = Cc1ccc(O)cc1.CC

These are the Löwdin partial charges, in e, on atoms 1 to 2: -0.153, -0.166